An isolated molecule of C4H10N2O2, computed with ωB97M-V/def2-TZVPD.

```
18
Properties=species:S:1:pos:R:3
C 2.06425 -0.74794 -1.14945
O 1.46511 0.14188 -0.17074
N 0.39918 -0.33530 0.51258
C 0.63239 0.02348 1.92394
C -0.65006 0.37705 -0.18854
C -0.63232 2.00973 -0.38859
N -1.72203 -0.12250 -0.54425
O -2.15626 -1.34373 -0.09693
H 1.47738 -0.93131 -2.14906
H 2.49570 -1.68298 -0.79018
H 2.89829 -0.00874 -1.23283
H 0.52473 1.13617 2.28058
H -0.11583 -0.71164 2.32450
H 1.89725 -0.21804 2.14459
H -0.03450 2.44970 0.41742
H -1.53420 2.37644 -0.65486
H -0.09444 2.22358 -1.44161
H -1.21081 -1.78777 0.28029
```

As for the HOMO energy: -9.418 eV. The calculation puts the HOMO-LUMO gap at 10.25 eV. Its molar mass is 118.1 g/mol. The value obtained for the energy above the lowest of the compared OMol25 structures with the same formula, charge and spin is 804.30 kJ/mol. For the LUMO energy, the calculation gives 0.0304 hartree.